Density functional theory data (ωB97M-V/def2-TZVPD) for C20H46AsN3RuSSi3 as an isolated structure.

net charge: +3
relative energy (zero: lowest compared OMol25 entry of this formula, charge and spin): 5.6 kJ/mol
frontier orbital gap (alpha / beta): 7.867 / 6.335 eV
⟨S²⟩: 0.76
multiplicity: 2
lowest unoccupied orbital energy (alpha / beta): -9.739 / -11.357 eV
HOMO level (alpha / beta): -17.61 / -17.69 eV

Element x y z (Å)
Ru (1.359, -0.945, -0.154)
C (0.275, -1.819, -4.804)
C (-0.034, -0.905, -3.599)
C (-1.532, -0.847, -3.331)
C (0.774, -1.449, -2.458)
C (2.131, -1.111, -2.308)
C (3.006, -1.884, -1.497)
C (2.533, -2.977, -0.762)
C (3.445, -3.900, -0.030)
C (1.117, -3.125, -0.690)
C (0.261, -2.393, -1.533)
H (-0.274, -1.455, -5.672)
H (-0.045, -2.845, -4.610)
H (1.336, -1.825, -5.054)
H (0.344, 0.091, -3.836)
H (-1.972, -1.845, -3.301)
H (-2.030, -0.312, -4.139)
H (-1.755, -0.334, -2.393)
H (2.545, -0.313, -2.914)
H (4.064, -1.652, -1.493)
H (4.413, -3.445, 0.173)
H (3.619, -4.771, -0.669)
H (3.003, -4.262, 0.896)
H (0.695, -3.876, -0.033)
H (-0.795, -2.606, -1.513)
N (2.517, 0.778, 0.370)
N (3.558, 0.474, 1.288)
C (3.341, -0.505, 2.178)
N (4.160, -0.659, 3.194)
S (1.989, -1.553, 1.977)
H (2.957, 1.150, -0.470)
H (1.933, 1.517, 0.771)
H (4.213, 1.221, 1.488)
H (4.941, -0.042, 3.374)
H (4.036, -1.436, 3.829)
C (0.598, 3.756, 0.081)
Si (-0.670, 2.648, -0.733)
C (-0.166, 2.384, -2.500)
C (-2.366, 3.377, -0.591)
As (-0.669, 0.475, 0.450)
Si (-2.927, -0.617, 0.456)
C (-4.027, 0.362, -0.668)
C (-3.561, -0.585, 2.198)
C (-2.768, -2.399, -0.061)
Si (-0.457, 1.234, 2.781)
C (-0.736, -0.227, 3.909)
C (-1.723, 2.587, 2.948)
C (1.230, 1.969, 3.157)
H (0.521, 4.713, -0.446)
H (1.639, 3.445, -0.041)
H (0.404, 3.965, 1.132)
H (-0.109, 3.370, -2.973)
H (-0.895, 1.800, -3.060)
H (0.820, 1.924, -2.599)
H (-2.273, 4.438, -0.845)
H (-2.798, 3.319, 0.407)
H (-3.060, 2.934, -1.303)
H (-4.314, 1.313, -0.219)
H (-4.944, -0.226, -0.785)
H (-3.632, 0.543, -1.666)
H (-3.563, 0.389, 2.682)
H (-3.064, -1.307, 2.844)
H (-4.608, -0.897, 2.115)
H (-2.734, -2.542, -1.140)
H (-3.689, -2.881, 0.284)
H (-1.945, -2.926, 0.425)
H (-1.700, -0.140, 4.411)
H (0.032, -0.231, 4.686)
H (-0.707, -1.193, 3.407)
H (-2.715, 2.325, 2.584)
H (-1.412, 3.510, 2.459)
H (-1.821, 2.807, 4.016)
H (1.983, 1.218, 3.390)
H (1.078, 2.526, 4.089)
H (1.620, 2.697, 2.443)

Listed below, in e, are the Mulliken charges computed for each atom: number 1, Ru, carries -0.22; number 2, C, carries -1.60; number 3, C, carries 0.41; number 4, C, carries -1.51; number 5, C, carries 1.59; number 6, C, carries -1.28; number 7, C, carries -0.41; number 8, C, carries 0.76; number 9, C, carries -1.63; number 10, C, carries -1.23; number 11, C, carries -0.19; number 12, H, carries 0.44; number 13, H, carries 0.41; number 14, H, carries 0.42; number 15, H, carries 0.38; number 16, H, carries 0.51; number 17, H, carries 0.50; number 18, H, carries -0.08; number 19, H, carries 0.78; number 20, H, carries 0.59; number 21, H, carries 0.42; number 22, H, carries 0.39; number 23, H, carries 0.43; number 24, H, carries 0.55; number 25, H, carries 0.28; number 26, N, carries 0.16; number 27, N, carries -0.36; number 28, C, carries 0.62; number 29, N, carries -0.35; number 30, S, carries -0.33; number 31, H, carries 0.42; number 32, H, carries -0.54; number 33, H, carries 0.29; number 34, H, carries 0.23; number 35, H, carries 0.26; number 36, C, carries -1.09; number 37, Si, carries 0.15; number 38, C, carries -0.93; number 39, C, carries -1.10; number 40, As, carries 0.76; number 41, Si, carries 0.29; number 42, C, carries -1.15; number 43, C, carries -1.11; number 44, C, carries -1.12; number 45, Si, carries 0.64; number 46, C, carries -1.30; number 47, C, carries -1.16; number 48, C, carries -1.16; number 49, H, carries 0.49; number 50, H, carries 0.34; number 51, H, carries 0.31; number 52, H, carries 0.58; number 53, H, carries 0.25; number 54, H, carries 0.16; number 55, H, carries 0.48; number 56, H, carries 0.30; number 57, H, carries 0.39; number 58, H, carries 0.40; number 59, H, carries 0.47; number 60, H, carries 0.34; number 61, H, carries 0.29; number 62, H, carries 0.31; number 63, H, carries 0.47; number 64, H, carries 0.30; number 65, H, carries 0.55; number 66, H, carries 0.36; number 67, H, carries 0.47; number 68, H, carries 0.46; number 69, H, carries 0.28; number 70, H, carries 0.29; number 71, H, carries 0.34; number 72, H, carries 0.46; number 73, H, carries 0.25; number 74, H, carries 0.50; number 75, H, carries 0.37